(1)
15
Properties=species:S:1:pos:R:3:nbo_charge:R:1 method="wB97M-V/def2-TZVPD" smiles=O.O.O.O.O relative_energy_kj_mol=99.2 e_tot_ev=-10399.8217 homo_energy_ha=-0.38837 gap_ha=0.38738
O 0.687 3.736 -0.700 -0.975
H 0.787 2.786 -0.454 0.494
H 1.480 3.951 -1.200 0.458
O -1.349 -0.382 0.401 -0.979
H -1.901 -0.009 1.103 0.491
H -1.942 -0.460 -0.360 0.506
O 0.316 -1.536 -1.806 -0.946
H 1.269 -1.417 -1.875 0.471
H 0.100 -1.265 -0.905 0.473
O -0.486 -2.912 1.272 -0.945
H -0.760 -2.004 1.450 0.473
H -1.309 -3.407 1.206 0.466
O 1.038 1.227 0.325 -0.964
H 0.317 0.633 0.595 0.496
H 1.754 1.060 0.948 0.480

(2)
19
Properties=species:S:1:pos:R:3:nbo_charge:R:1 method="wB97M-V/def2-TZVPD" total_charge=+1 relative_energy_kj_mol=126.2 e_tot_ev=-28800.1863 homo_energy_ha=-0.52801 gap_ha=0.40409
K 16.635 -1.715 3.109 0.997
O 14.497 -0.590 -0.102 -0.958
H 13.542 -0.529 -0.102 0.479
H 14.748 -0.440 -1.014 0.480
O 13.758 -4.524 3.363 -0.956
H 14.140 -4.959 4.125 0.470
H 13.009 -5.071 3.125 0.486
O 18.112 -5.333 2.144 -0.965
H 18.995 -5.543 1.839 0.486
H 17.537 -5.644 1.445 0.480
O 20.427 -1.714 4.320 -0.958
H 21.003 -1.103 4.779 0.480
H 20.269 -2.415 4.952 0.478
O 18.136 -4.514 5.812 -0.951
H 17.872 -4.836 4.950 0.472
H 17.632 -5.045 6.430 0.479
O 18.975 0.406 0.316 -0.953
H 19.279 1.253 0.643 0.476
H 18.933 0.516 -0.634 0.477

(3)
9
Properties=species:S:1:pos:R:3:nbo_charge:R:1 method="wB97M-V/def2-TZVPD" smiles="C=C=O.S=CBr" relative_energy_kj_mol=68.4 e_tot_ev=-86082.8163 homo_energy_ha=-0.33781 gap_ha=0.31757
C -1.338 0.140 -0.653 0.727
C 2.300 0.194 1.465 -0.426
C -2.294 -0.385 -1.336 -0.792
O -0.505 0.602 0.014 -0.465
S 2.428 1.686 2.022 0.144
Br 2.972 -0.413 -0.198 0.078
H 1.810 -0.606 2.004 0.205
H -2.333 -1.441 -1.512 0.265
H -3.040 0.224 -1.805 0.265

(4)
33
Properties=species:S:1:pos:R:3:nbo_charge:R:1 method="wB97M-V/def2-TZVPD" smiles="CS(=O)(=O)COCCO[C@@H](C[C@@H]1CO1)P(O)Br" e_tot_ev=-110997.3507 homo_energy_ha=-0.33776 gap_ha=0.33930
C 5.301 2.340 0.240 -0.840
S 3.499 2.101 0.726 1.868
O 2.532 2.985 -0.156 -0.888
O 3.239 2.581 2.201 -0.886
C 3.026 0.258 0.561 -0.275
O 2.761 -0.133 -0.831 -0.541
C 1.803 -1.245 -0.933 -0.091
C 0.297 -0.662 -0.648 -0.115
O -0.797 -1.443 -1.247 -0.547
C -2.013 -0.962 -0.526 -0.244
C -3.361 -0.906 -1.457 -0.451
C -4.164 0.586 -0.900 0.046
C -5.100 0.384 0.549 -0.205
O -5.726 0.574 -0.958 -0.527
P -2.451 -2.033 1.011 0.974
O -1.378 -3.409 1.035 -0.948
Br -2.073 -0.756 2.849 -0.251
H 5.565 1.948 -0.832 0.264
H 5.552 3.483 0.264 0.287
H 5.936 1.694 0.998 0.255
H 2.142 0.081 1.307 0.241
H 3.947 -0.369 0.980 0.212
H 1.938 -1.696 -2.029 0.230
H 2.001 -2.086 -0.133 0.176
H 0.170 -0.601 0.537 0.164
H 0.256 0.431 -1.064 0.210
H -1.776 0.142 -0.140 0.220
H -4.107 -1.763 -1.180 0.239
H -3.173 -0.760 -2.603 0.254
H -3.543 1.667 -1.045 0.220
H -4.748 1.365 1.061 0.236
H -5.043 -0.715 0.921 0.234
H -0.514 -3.081 1.443 0.482

(5)
13
Properties=species:S:1:pos:R:3:nbo_charge:R:1 method="wB97M-V/def2-TZVPD" smiles=OC1(CCl)CC1 relative_energy_kj_mol=142.3 e_tot_ev=-18830.0541 homo_energy_ha=-0.35173 gap_ha=0.38658
C -0.151 -0.030 -0.289 0.228
C -1.062 -0.839 0.588 -0.403
C 0.350 1.355 0.307 -0.429
C 1.308 0.275 0.057 -0.447
H -0.219 -1.002 -1.914 0.479
H -1.996 -0.408 0.753 0.215
H -0.602 -0.965 1.551 0.219
H 0.042 1.660 1.277 0.216
H 0.198 2.103 -0.521 0.229
H 1.880 0.458 -0.812 0.227
H 1.877 -0.165 0.875 0.217
O -0.380 -0.068 -1.685 -0.703
Cl -1.245 -2.375 -0.186 -0.050

(6)
130
Properties=species:S:1:pos:R:3:mulliken_charge:R:1 method="wB97M-V/def2-TZVPD" total_charge=+1 e_tot_ev=-226321.1118 homo_energy_ha=-0.41144 gap_ha=0.27429
C -2.678 -0.201 2.522 -1.274
C -1.205 -0.045 2.093 0.326
O -0.551 -1.305 2.025 -0.355
C 0.701 -1.215 1.468 0.242
O 1.647 -1.396 2.115 -0.493
C 0.731 -0.839 -0.007 -0.032
C 1.858 -1.535 -0.791 -1.192
C 2.468 -0.660 -1.900 -0.778
C 1.515 -0.412 -3.076 -0.527
N 1.872 0.623 -4.039 1.571
C 1.016 1.829 -3.915 -1.123
I 0.672 2.951 -5.723 0.061
C 1.463 2.840 -2.814 -0.566
C 0.781 2.605 -1.428 -1.066
I 3.593 2.980 -2.555 0.039
C 2.042 -0.013 -5.284 -2.947
N 2.923 0.279 -6.180 0.811
C 3.850 1.416 -5.949 0.345
I 5.867 0.772 -5.544 0.185
C 3.780 2.471 -7.124 -0.131
C 5.069 2.699 -7.917 -1.737
C 3.119 -0.430 -7.461 -0.883
Br 1.487 -0.331 -8.565 0.100
C 3.631 -1.933 -7.413 0.104
C 4.428 -2.321 -6.160 -1.116
Br 2.270 -3.321 -7.782 -0.046
N 1.106 -1.066 -5.332 1.759
C -0.274 -0.656 -5.705 -0.843
C -1.106 -1.730 -6.422 -1.067
C -1.918 -1.092 -7.589 -0.580
C -3.325 -0.738 -7.085 -1.296
N -3.254 0.277 -5.996 -0.108
C -3.345 1.584 -6.513 0.579
C -3.926 2.668 -5.620 -1.051
O -2.981 1.864 -7.601 -0.531
C 1.151 -1.674 -4.015 1.451
C 2.172 -2.807 -3.796 -1.947
O -0.070 -2.227 -3.571 -0.561
H -2.902 0.440 3.373 0.244
H -2.939 -1.236 2.745 0.291
H -3.347 0.131 1.721 0.351
H -1.214 0.504 1.141 -0.005
H -0.741 0.635 2.819 0.347
H 0.737 0.251 -0.082 -0.062
H -0.233 -1.159 -0.428 0.446
H 1.490 -2.497 -1.156 0.311
H 2.660 -1.741 -0.079 0.395
H 2.649 0.312 -1.426 -0.019
H 3.451 -1.024 -2.210 0.273
H 0.554 -0.253 -2.562 0.795
H 0.029 1.469 -3.612 0.684
H 1.141 3.821 -3.150 1.086
H 0.002 1.843 -1.472 0.236
H 1.557 2.317 -0.717 0.236
H 0.410 3.566 -1.072 0.395
H 3.541 1.943 -5.053 -0.470
H 3.436 3.413 -6.701 0.492
H 2.997 2.150 -7.818 0.376
H 5.469 1.801 -8.389 0.356
H 5.827 3.237 -7.349 0.439
H 4.811 3.373 -8.743 0.443
H 3.846 0.100 -8.065 0.463
H 4.309 -2.032 -8.257 0.674
H 5.497 -2.278 -6.379 0.295
H 4.261 -1.695 -5.288 0.053
H 4.232 -3.361 -5.915 0.452
H -0.837 -0.239 -4.865 0.267
H -0.169 0.177 -6.402 0.584
H -1.858 -2.078 -5.708 0.359
H -0.543 -2.610 -6.728 0.547
H -1.420 -0.215 -8.000 0.462
H -2.078 -1.858 -8.354 0.289
H -3.753 -1.636 -6.630 0.541
H -3.996 -0.450 -7.898 0.396
H -4.090 0.166 -5.426 0.307
H -3.124 3.333 -5.291 0.182
H -4.428 2.269 -4.732 0.336
H -4.650 3.271 -6.167 0.337
H 3.197 -2.452 -3.711 0.286
H 1.932 -3.452 -2.957 0.361
H 2.152 -3.437 -4.691 0.269
H -0.047 -2.323 -2.612 0.509
C -2.069 0.068 7.737 -1.245
C -3.446 -0.142 7.126 0.654
C -4.125 -1.379 7.693 -1.184
O -3.327 -0.271 5.706 -0.414
H -1.415 -0.780 7.521 0.340
H -1.596 0.954 7.309 0.369
H -2.126 0.191 8.818 0.316
H -4.069 0.735 7.315 -0.113
H -3.539 -2.275 7.473 0.369
H -5.107 -1.518 7.237 0.403
H -4.250 -1.301 8.772 0.146
H -2.779 -1.044 5.526 0.326
C -2.316 -1.194 12.580 -1.434
C -2.556 -1.848 11.228 0.812
C -2.781 -3.345 11.369 -1.370
O -1.437 -1.608 10.371 -0.480
H -1.422 -1.609 13.055 0.352
H -2.148 -0.123 12.463 0.349
H -3.165 -1.344 13.248 0.373
H -3.423 -1.391 10.750 0.062
H -1.902 -3.828 11.805 0.360
H -2.944 -3.801 10.391 0.323
H -3.644 -3.558 12.001 0.375
H -0.661 -2.006 10.784 0.314
C -4.686 3.788 8.727 -1.182
C -6.100 3.247 8.878 0.394
C -6.974 3.648 7.698 -1.218
O -6.675 3.733 10.089 -0.564
H -4.689 4.882 8.692 0.394
H -4.073 3.500 9.582 0.297
H -4.214 3.413 7.816 0.315
H -6.070 2.159 8.957 0.223
H -7.054 4.737 7.630 0.330
H -7.986 3.260 7.823 0.334
H -6.569 3.270 6.758 0.330
H -6.710 4.696 10.035 0.356
C 7.349 -1.687 0.441 -1.485
C 6.049 -1.257 -0.218 0.503
C 5.337 -0.190 0.600 -0.910
O 5.192 -2.390 -0.379 -0.531
H 7.157 -2.117 1.428 0.377
H 7.843 -2.457 -0.153 0.347
H 8.032 -0.844 0.557 0.392
H 6.256 -0.873 -1.220 0.229
H 5.077 -0.569 1.592 0.312
H 4.403 0.101 0.115 0.038
H 5.959 0.698 0.720 0.423
H 5.001 -2.742 0.499 0.361